(1)
29
Properties=species:S:1:pos:R:3:forces:R:3:lowdin_charge:R:1 method="wB97M-V/def2-TZVPD" orbital_gap_ev="6.7 / 6.7" e_homo_ev="-12.1 / -12.1" e_above_lowest_kj_mol=430.4 e_lumo_ev="-5.364 / -5.366" e_tot_ha=-1014.11099 total_charge=+1
C -1.9562 -1.9838 1.9849 -0.884 0.479 0.593 -0.02
C -1.4306 -1.7659 0.7324 0.044 0.845 0.005 -0.02
C -1.8905 -0.9331 2.9169 1.320 -0.495 -0.491 -0.10
C -0.8690 0.4412 1.4600 0.458 1.748 -2.273 -0.15
C -0.8950 -0.5125 0.3954 -1.418 0.293 1.348 -0.22
C 0.6048 2.0723 -1.0652 2.361 0.757 -0.305 -0.11
C 1.8883 1.1375 -1.5268 0.443 1.508 1.192 -0.11
C -0.6306 1.2827 -1.3334 0.516 -1.671 -3.221 -0.13
C 1.9198 -0.0259 -0.6459 -2.875 -0.826 -0.504 -0.03
C 1.9425 0.0085 0.8100 2.404 -1.652 -1.032 -0.54
N -1.2879 0.2314 2.6793 -0.710 -0.504 0.246 0.10
N -0.3098 -1.0326 -1.9069 -1.046 0.946 -2.658 0.08
N -0.4894 -0.1336 -0.8851 1.334 1.564 1.970 -0.16
Cl 1.9737 -1.6053 1.5665 0.166 -0.016 -0.191 0.67
H -2.5660 -2.8763 2.2368 0.862 0.545 -0.285 0.13
H -1.5332 -2.5042 -0.0064 -0.074 -0.979 -0.893 0.10
H -2.1578 -1.0828 3.9261 -0.710 -0.181 0.917 0.10
H -0.5549 1.5228 1.2191 -0.521 -1.742 0.554 0.14
H 0.6395 2.3170 0.0094 0.563 0.197 -0.576 0.10
H 0.6628 3.0200 -1.6757 -0.293 -0.944 0.770 0.14
H 1.7396 0.7157 -2.4997 -0.280 0.309 -0.800 0.10
H 2.9115 1.6626 -1.5496 -1.582 -0.289 0.289 0.17
H -1.5684 1.8109 -1.1196 0.204 -0.576 0.445 0.15
H -0.5685 1.0975 -2.4545 -0.668 0.694 1.100 0.14
H 1.7045 -0.9537 -1.2182 0.940 0.320 0.939 0.12
H 1.0249 0.4053 1.1521 -0.718 1.196 0.668 0.01
H 2.8536 0.5254 1.0831 -0.089 0.577 0.683 0.12
H -0.9829 -0.8896 -2.6916 0.443 -0.694 1.160 0.15
H -0.1750 -1.9513 -1.5936 -0.190 -1.409 0.350 0.09


(2)
148
Properties=species:S:1:pos:R:3:forces:R:3:lowdin_charge:R:1 method="wB97M-V/def2-TZVPD" smiles=COCCNCCOC.COCCNCCOC.OCCO.OCCO.OCCO.OCCO.OCCO.OCCO.OCCO.OCCO.OCCO.OCCO orbital_gap_ev=9.1 e_homo_ev=-8.9 e_above_lowest_kj_mol=94.2 e_lumo_ev=0.179 e_tot_ha=-3188.19343 total_charge=0
C -0.9907 3.3897 1.4673 -0.216 -0.312 -0.408 -0.12
O -0.7762 4.7385 1.1344 -0.109 0.096 0.467 -0.18
C -0.8922 5.5853 2.2578 0.464 0.168 -0.155 -0.24
C -1.0279 7.0056 1.7707 -0.737 0.874 -0.531 -0.22
N -0.6175 7.9714 2.7734 0.570 -0.428 0.284 -0.08
C -1.5181 8.0589 3.9168 -0.124 0.743 -0.943 -0.22
C -1.0213 9.1596 4.8388 -0.601 -0.322 0.511 -0.22
O -1.8284 9.2580 6.0057 0.560 -0.273 -0.033 -0.19
C -3.0937 9.8152 5.7879 -0.173 0.621 0.010 -0.13
H -0.3360 2.9726 2.2404 0.274 0.359 -0.036 0.07
H -0.8111 2.8492 0.5377 -0.099 -0.223 0.133 0.08
H -2.0154 3.2224 1.8208 -0.038 0.011 -0.116 0.09
H 0.0247 5.5407 2.8623 -0.084 -0.155 0.104 0.13
H -1.7477 5.3070 2.8847 -0.007 -0.141 -0.043 0.12
H -2.0627 7.2242 1.4391 -0.062 -0.357 0.201 0.12
H -0.4592 7.1720 0.8542 0.419 -0.287 0.209 0.12
H -0.5254 8.8809 2.3420 -0.028 0.045 0.052 0.11
H -1.5726 7.1293 4.4811 0.158 -0.102 -0.075 0.12
H -2.5216 8.2796 3.5129 -0.188 -0.019 0.497 0.12
H -1.0066 10.1488 4.3650 0.129 -0.120 -0.289 0.12
H -0.0170 8.8899 5.1597 0.040 0.161 0.092 0.13
H -3.3277 10.4050 6.6762 -0.211 -0.116 -0.019 0.09
H -3.8817 9.0773 5.6147 0.091 -0.123 0.032 0.08
H -3.0851 10.5078 4.9350 0.005 -0.056 0.015 0.09
C 5.5659 -1.4293 5.4927 -0.003 -1.026 0.505 -0.13
O 4.6538 -0.8783 4.5978 -0.464 0.212 -0.314 -0.20
C 4.0406 -1.8680 3.7627 0.655 0.108 1.035 -0.21
C 3.2137 -1.1719 2.7202 -0.178 -1.522 -0.925 -0.22
N 3.9886 -0.2063 1.9624 0.029 1.256 0.808 -0.03
C 3.1047 0.8288 1.4109 -1.203 -1.644 -0.718 -0.19
C 3.7518 1.7245 0.3930 1.105 0.676 0.300 -0.23
O 3.0178 1.6850 -0.8093 0.070 -0.204 0.008 -0.19
C 3.6983 2.2546 -1.9055 -1.037 -0.058 -0.688 -0.09
H 5.7165 -0.7548 6.3319 0.177 0.223 -0.175 0.09
H 6.5127 -1.7149 5.0180 0.057 0.310 -0.044 0.09
H 5.1729 -2.3690 5.9209 -0.044 0.167 0.005 0.09
H 3.4488 -2.5403 4.4002 -0.283 0.178 -0.151 0.12
H 4.8368 -2.5164 3.3734 -0.082 0.264 -0.526 0.13
H 2.2479 -0.8202 3.1095 0.261 0.433 0.324 0.12
H 2.9229 -1.9892 2.0385 -0.102 0.214 -0.005 0.11
H 4.5874 0.2611 2.6421 0.162 -0.172 -0.100 0.11
H 2.4212 1.2779 2.1448 0.517 0.488 0.188 0.12
H 2.3875 0.2494 0.8146 -0.043 0.132 0.034 0.09
H 4.7849 1.3668 0.2535 -0.165 -0.119 -0.174 0.11
H 3.8823 2.7664 0.7253 -0.322 -0.017 0.037 0.12
H 4.1202 3.2261 -1.6414 0.346 -0.099 -0.102 0.09
H 2.9409 2.4068 -2.6834 -0.051 0.282 0.235 0.08
H 4.3767 1.5585 -2.4088 0.541 0.120 0.577 0.08
O -1.5123 -4.0973 3.6271 0.167 -0.099 0.461 -0.04
C -1.1109 -3.1601 2.6721 0.083 1.861 -1.223 -0.27
C 0.1436 -3.4970 1.8950 0.240 -0.883 -0.175 -0.23
O 1.2203 -3.8972 2.7511 -0.181 -0.002 0.101 -0.07
H -1.2007 -4.9644 3.3452 0.072 0.054 -0.056 0.09
H -1.9270 -2.9143 1.9762 0.086 -0.478 -0.191 0.11
H -0.9174 -2.1496 3.0715 -0.081 -0.473 0.988 0.11
H 0.4970 -2.6674 1.2774 -0.366 0.245 0.101 0.10
H -0.0730 -4.3367 1.2289 0.161 -0.021 0.015 0.11
H 0.9864 -3.6596 3.6543 0.034 0.007 0.034 0.08
O -2.7378 0.4271 5.6875 0.146 0.054 -0.141 -0.07
C -1.6657 1.3740 5.7012 0.137 -0.702 0.062 -0.23
C -0.6852 1.0523 4.5740 -0.964 1.210 0.115 -0.23
O -1.3995 0.8947 3.3607 0.054 -0.504 -0.382 -0.08
H -3.0630 0.3266 6.5850 -0.068 -0.036 -0.052 0.08
H -2.0405 2.3852 5.5262 -0.133 -0.012 0.200 0.12
H -1.1489 1.2913 6.6618 0.087 0.375 -0.048 0.12
H -0.0060 0.2347 4.8115 0.012 -0.104 -0.143 0.12
H -0.1793 2.0094 4.4254 0.731 -0.378 0.081 0.11
H -2.0369 0.1787 3.4648 -0.028 0.008 0.186 0.08
O 0.3188 -1.6358 -6.7939 -0.259 -0.485 0.175 -0.07
C -0.7634 -2.4702 -6.3422 -0.701 -0.381 -1.172 -0.22
C -0.4511 -3.2471 -5.1013 0.801 0.357 0.437 -0.25
O 0.3731 -4.3674 -5.4102 -0.277 0.324 0.057 -0.06
H 0.9443 -2.2783 -7.1476 0.216 0.142 -0.065 0.10
H -1.6914 -1.8989 -6.2667 0.389 0.528 0.438 0.11
H -1.0178 -3.1486 -7.1722 0.211 -0.223 0.254 0.13
H -1.3461 -3.5326 -4.5417 -0.126 -0.077 -0.236 0.10
H 0.1462 -2.5752 -4.4631 -0.291 0.039 0.079 0.11
H 0.7036 -4.6339 -4.5357 0.067 -0.407 -0.132 0.04
O 0.7235 -5.1855 -2.7006 -0.033 -0.022 -0.537 -0.07
C 2.0096 -5.1997 -2.1101 0.529 -0.903 1.430 -0.23
C 3.0842 -5.6816 -3.0577 -0.930 0.696 -0.984 -0.23
O 3.0092 -7.0879 -3.2646 0.262 -0.052 0.285 -0.06
H 0.1397 -4.5880 -2.2166 -0.161 -0.063 -0.016 0.06
H 2.2175 -4.2559 -1.6080 0.287 0.158 -0.390 0.11
H 2.0580 -5.9916 -1.3396 -0.395 0.304 0.225 0.13
H 4.0632 -5.4128 -2.6724 0.088 -0.185 0.030 0.12
H 2.9275 -5.1835 -4.0252 0.320 0.119 0.076 0.12
H 2.0807 -7.3383 -3.2850 -0.046 0.053 -0.101 0.08
O -3.6791 1.1666 -4.2400 -0.186 0.152 0.329 -0.04
C -3.1318 -0.0754 -3.8482 0.155 -0.352 -0.209 -0.25
C -4.2053 -1.1128 -4.0464 -0.749 -0.094 -1.102 -0.23
O -3.6464 -2.3925 -3.8041 0.352 -0.278 0.551 -0.07
H -3.0673 1.8742 -4.0191 0.060 -0.041 -0.045 0.09
H -2.3008 -0.3409 -4.5138 0.086 -0.042 0.190 0.11
H -2.7786 -0.1167 -2.8133 -0.028 0.261 0.014 0.10
H -4.5270 -1.0608 -5.0971 0.124 0.075 0.038 0.13
H -5.1253 -0.9299 -3.4816 0.325 0.069 0.466 0.12
H -4.3121 -3.0761 -3.9147 -0.115 0.112 -0.119 0.10
O 0.7080 1.5768 -6.7769 0.446 -0.036 0.231 -0.06
C 1.5008 1.6851 -5.5860 -0.212 0.708 -0.165 -0.24
C 1.0252 0.7109 -4.5258 1.016 -0.311 -0.168 -0.22
O 1.8153 -0.4815 -4.6383 -0.466 0.230 0.200 -0.08
H 1.3140 1.4968 -7.5164 -0.138 -0.038 -0.130 0.08
H 2.5580 1.4694 -5.7637 -0.076 -0.225 -0.155 0.12
H 1.5052 2.7340 -5.2591 -0.410 -0.085 0.183 0.11
H -0.0334 0.4599 -4.6362 -0.097 0.276 -0.041 0.11
H 1.2200 1.1365 -3.5407 -0.102 -0.218 0.122 0.10
H 1.5599 -0.8532 -5.4979 -0.095 -0.230 0.161 0.05
O -2.0927 -5.6096 0.9696 -0.319 -0.202 0.008 -0.07
C -2.9909 -4.9127 0.1109 -0.018 0.080 -0.015 -0.22
C -2.6512 -5.1707 -1.3599 -0.255 0.826 0.642 -0.19
O -1.8794 -4.0799 -1.8599 0.116 -0.233 -0.262 -0.09
H -2.5869 -5.8640 1.7537 0.058 -0.017 0.032 0.09
H -4.0378 -5.1572 0.3203 0.114 -0.349 0.044 0.12
H -2.9068 -3.8348 0.2910 0.056 0.005 -0.133 0.10
H -3.6099 -5.2437 -1.8819 0.220 -0.172 -0.334 0.12
H -2.0589 -6.0744 -1.4762 -0.112 -0.124 0.020 0.13
H -2.4784 -3.4474 -2.2720 0.050 0.228 -0.144 0.05
O -4.4461 -0.5439 -0.2864 0.045 -0.603 -0.315 -0.08
C -5.3393 -0.3473 0.7993 0.837 0.777 0.182 -0.24
C -6.4339 0.6137 0.4289 -0.768 -0.014 -0.489 -0.25
O -5.8117 1.8413 0.0720 0.373 0.078 -0.001 -0.06
H -4.3931 0.2532 -0.8257 -0.143 0.228 0.283 0.07
H -5.6872 -1.3247 1.1225 -0.243 0.006 -0.071 0.12
H -4.7699 0.1114 1.6217 -0.153 -0.149 0.095 0.12
H -7.1531 0.7814 1.2366 0.153 -0.186 0.159 0.12
H -6.9926 0.2227 -0.4325 0.049 -0.063 0.085 0.12
H -6.3781 2.3552 -0.5086 -0.086 -0.082 0.036 0.09
O 3.6091 -2.2890 -2.5518 0.348 -0.771 -0.485 -0.08
C 4.4763 -2.2891 -1.4452 -0.060 1.493 0.222 -0.24
C 5.3569 -1.0513 -1.4742 0.304 1.329 -0.030 -0.25
O 6.5262 -1.2618 -0.6931 0.061 -0.491 0.090 -0.07
H 2.9161 -1.6170 -2.4726 0.007 -0.015 0.293 0.05
H 3.9146 -2.1826 -0.5096 -0.001 -0.623 0.130 0.11
H 5.1460 -3.1469 -1.4220 -0.357 -0.330 -0.213 0.12
H 4.8044 -0.1888 -1.0744 -0.132 -0.336 0.107 0.08
H 5.6176 -0.7216 -2.4891 0.028 -0.621 -0.175 0.12
H 7.0042 -0.4390 -0.5699 -0.133 0.081 -0.053 0.08
O -0.2776 0.1066 0.3223 -0.203 -0.349 0.313 -0.07
C -0.8757 -0.2941 -0.9043 0.732 0.102 -0.109 -0.22
C 0.0574 -1.2961 -1.5442 0.483 -0.631 1.026 -0.21
O 1.4215 -0.9032 -1.4921 -0.216 0.375 -0.840 -0.07
H -0.9331 0.5441 0.8755 0.089 0.009 0.146 0.06
H -1.8214 -0.8271 -0.7639 -0.229 0.453 0.009 0.11
H -0.9350 0.6034 -1.5322 -0.444 -0.149 -0.157 0.12
H -0.2762 -1.5061 -2.5606 0.381 0.064 -0.121 0.11
H 0.0275 -2.2257 -0.9575 -0.555 -0.064 -0.231 0.10
H 1.5839 -0.5076 -0.6304 -0.081 0.215 0.028 0.05